[1]
Formula: C29H32IN5O9Pr
Source: OMol25
Level of theory: wB97M-V/def2-TZVPD

Cartesian coordinates (Å):
Pr  -0.3911  -0.3831  -0.2749
C  -4.8177  0.3883  1.8113
N  -4.0032  -0.6111  2.4804
C  -4.4554  -1.1424  3.7466
C  -2.7413  -0.7474  2.0006
O  -2.4580  -0.4013  0.8005
C  -1.7197  -1.4701  2.8102
O  -0.6711  -1.7959  1.8476
C  0.4793  -2.3870  2.3710
C  1.5384  -2.4545  1.3068
O  1.3445  -2.0708  0.0966
N  2.7210  -2.9035  1.7041
C  3.0205  -3.4669  2.9940
C  3.8784  -2.8400  0.7363
H  -5.8456  0.1503  1.7386
H  -4.4682  0.5467  0.7948
H  -4.7469  1.3451  2.3329
H  -4.6267  -2.2177  3.6561
H  -5.3639  -0.6598  4.0497
H  -3.7037  -0.9442  4.5261
H  -2.0589  -2.4003  3.3397
H  -1.2416  -0.7984  3.5774
H  0.3092  -3.3928  2.7263
H  0.8735  -1.8228  3.2983
H  3.0751  -4.5899  2.9088
H  2.3832  -3.1416  3.8250
H  4.0923  -3.2500  3.2470
H  4.2737  -3.8837  0.6131
H  4.6804  -2.1798  1.0852
H  3.4806  -2.5750  -0.2870
C  -1.5975  4.2724  -1.1607
C  -1.1332  3.4260  -2.2475
N  -0.5881  4.0056  -3.3082
C  -0.2081  3.3108  -4.3577
C  -0.5730  2.0281  -4.5134
C  -0.4490  1.4235  -5.9144
O  -1.7688  0.8874  -6.1181
C  -1.1506  1.2911  -3.4823
C  -1.2238  -0.1631  -3.5479
N  -0.8489  -1.0511  -2.6044
C  -0.4647  -2.2976  -3.1069
C  0.1441  -2.4223  -4.3642
C  0.2926  -3.6477  -4.9876
C  -0.0717  -4.8499  -4.3311
C  -0.5755  -4.7351  -3.0646
C  -0.7541  -3.4731  -2.4213
I  -2.0309  -3.6216  -0.7763
C  -1.4472  2.0014  -2.2429
O  -1.8604  1.4034  -1.1379
H  -1.7467  5.2796  -1.5200
H  -0.9163  4.3079  -0.3084
H  -2.5318  3.8533  -0.7624
H  0.3967  3.8817  -5.0946
H  0.2180  0.5828  -5.8774
H  -0.2039  2.2100  -6.6279
H  -2.0787  0.9984  -7.0386
H  -1.6442  -0.4988  -4.4778
H  0.3679  -1.5718  -4.9595
H  0.6314  -3.7114  -6.0281
H  -0.0067  -5.8283  -4.7384
H  -0.7753  -5.4999  -2.3897
O  0.6484  0.6439  1.6333
C  1.3564  1.5266  1.0212
O  1.4161  1.5345  -0.2084
C  1.9684  2.4426  2.0365
C  1.6364  2.3221  3.3665
C  2.2571  3.0819  4.2961
C  3.2968  3.9510  3.8933
C  3.6127  4.1404  2.5276
C  2.9454  3.3150  1.6137
N  3.9298  4.6285  4.9215
O  4.8429  5.4296  4.6922
O  3.4438  4.3630  6.0608
H  0.8922  1.5690  3.7047
H  1.9533  3.0949  5.3827
H  4.4075  4.8207  2.1516
H  3.1540  3.4441  0.5541

Results
spin multiplicity = 3
LUMO level (alpha / beta) = -2.9 / -2.9 eV
E_tot = -2889.7282 hartree
total charge = +1

Löwdin analysis output, partial charges in e: number 1, Pr, carries 1.33; number 2, C, carries 0.00; number 3, N, carries -0.11; number 4, C, carries -0.02; number 5, C, carries -0.32; number 6, O, carries -0.14; number 7, C, carries -0.03; number 8, O, carries -0.29; number 9, C, carries -0.12; number 10, C, carries -0.35; number 11, O, carries -0.10; number 12, N, carries -0.12; number 13, C, carries -0.04; number 14, C, carries 0.02; number 15, H, carries 0.09; number 16, H, carries 0.10; number 17, H, carries 0.11; number 18, H, carries 0.11; number 19, H, carries 0.09; number 20, H, carries 0.10; number 21, H, carries 0.16; number 22, H, carries 0.17; number 23, H, carries 0.15; number 24, H, carries 0.17; number 25, H, carries 0.12; number 26, H, carries 0.09; number 27, H, carries 0.11; number 28, H, carries 0.11; number 29, H, carries 0.10; number 30, H, carries 0.11; number 31, C, carries -0.03; number 32, C, carries -0.26; number 33, N, carries 0.12; number 34, C, carries -0.13; number 35, C, carries -0.17; number 36, C, carries -0.16; number 37, O, carries -0.08; number 38, C, carries -0.06; number 39, C, carries 0.03; number 40, N, carries -0.05; number 41, C, carries -0.33; number 42, C, carries -0.01; number 43, C, carries -0.04; number 44, C, carries -0.06; number 45, C, carries -0.16; number 46, C, carries -0.58; number 47, I, carries 1.16; number 48, C, carries -0.25; number 49, O, carries -0.19; number 50, H, carries 0.08; number 51, H, carries 0.08; number 52, H, carries 0.09; number 53, H, carries 0.13; number 54, H, carries 0.10; number 55, H, carries 0.13; number 56, H, carries 0.11; number 57, H, carries 0.13; number 58, H, carries 0.10; number 59, H, carries 0.12; number 60, H, carries 0.10; number 61, H, carries 0.05; number 62, O, carries -0.15; number 63, C, carries -0.57; number 64, O, carries 0.02; number 65, C, carries -0.13; number 66, C, carries -0.02; number 67, C, carries 0.02; number 68, C, carries -0.16; number 69, C, carries 0.05; number 70, C, carries 0.01; number 71, N, carries -0.32; number 72, O, carries 0.10; number 73, O, carries 0.03; number 74, H, carries 0.13; number 75, H, carries 0.15; number 76, H, carries 0.14; number 77, H, carries 0.13

---

[2]
Formula: C20H28NO3Sc
Source: OMol25
Level of theory: wB97M-V/def2-TZVPD

Cartesian coordinates (Å):
O  0.5530  0.0427  0.1702
C  -0.4975  0.8441  -0.5318
C  -1.6038  -0.0401  0.0222
H  -0.3224  0.7413  -1.6064
H  -0.4885  1.8798  -0.1690
C  -0.4785  -0.9360  0.6100
H  -2.2306  -0.5073  -0.7322
H  -2.1919  0.4530  0.7994
C  -0.2890  -2.2168  -0.1568
H  -0.0742  -2.0182  -1.2131
H  -1.1962  -2.8258  -0.0889
H  0.5336  -2.7984  0.2701
C  -0.4753  -1.1188  2.1062
H  -0.7379  -0.1940  2.6297
H  0.5033  -1.4657  2.4628
H  -1.2087  -1.8886  2.3727
Sc  2.5348  0.7650  0.7762
C  3.3196  1.9569  2.8377
C  3.1970  2.9448  1.8412
C  1.8486  3.0213  1.4177
H  3.9354  3.5084  1.2861
C  1.1233  2.0329  2.1786
C  2.0766  1.3294  3.0235
H  1.8730  0.5357  3.7394
H  4.1632  1.5984  3.4032
H  1.4187  3.6703  0.6435
H  0.0426  1.9482  2.2822
C  4.9958  -0.1637  0.5977
C  4.1275  -0.8953  1.6142
C  3.0678  -1.5758  0.9638
H  4.2836  -0.9758  2.6957
C  3.1589  -1.2396  -0.4705
C  4.2629  -0.3781  -0.6401
H  4.6053  0.0891  -1.5384
H  6.0950  -0.3742  0.5868
H  2.3287  -2.3053  1.3836
H  2.5051  -1.6339  -1.2699
O  -4.0724  -0.3329  -2.7375
C  -4.9540  -1.1303  -1.9245
C  -6.2804  -1.3091  -2.6648
H  -5.1412  -0.5998  -0.9760
H  -4.4585  -2.0800  -1.6735
C  -6.3379  -0.0189  -3.5156
H  -7.1323  -1.4468  -2.0090
H  -6.2062  -2.1652  -3.3445
C  -4.8534  0.2085  -3.8267
H  -6.7071  0.7928  -2.8786
H  -6.9745  -0.0987  -4.3901
H  -4.6036  1.2679  -3.9690
H  -4.6125  -0.3148  -4.7664
O  6.8590  2.1405  2.0029
C  5.7993  1.8939  1.5234
N  4.9174  1.3828  0.8527

Results
LUMO level = 0.3 eV
E_tot = -1819.9551 hartree
total charge = 0

Löwdin analysis output, partial charges in e: number 1, O, carries -0.24; number 2, C, carries -0.09; number 3, C, carries -0.05; number 4, H, carries 0.13; number 5, H, carries 0.11; number 6, C, carries -0.51; number 7, H, carries 0.10; number 8, H, carries 0.12; number 9, C, carries -0.01; number 10, H, carries 0.10; number 11, H, carries 0.10; number 12, H, carries 0.08; number 13, C, carries -0.01; number 14, H, carries 0.08; number 15, H, carries 0.08; number 16, H, carries 0.10; number 17, Sc, carries 0.97; number 18, C, carries -0.17; number 19, C, carries -0.17; number 20, C, carries -0.16; number 21, H, carries 0.10; number 22, C, carries -0.20; number 23, C, carries -0.18; number 24, H, carries 0.11; number 25, H, carries 0.11; number 26, H, carries 0.11; number 27, H, carries 0.10; number 28, C, carries -0.33; number 29, C, carries -0.16; number 30, C, carries -0.22; number 31, H, carries 0.10; number 32, C, carries -0.19; number 33, C, carries -0.18; number 34, H, carries 0.09; number 35, H, carries 0.14; number 36, H, carries 0.09; number 37, H, carries 0.10; number 38, O, carries -0.16; number 39, C, carries -0.22; number 40, C, carries -0.16; number 41, H, carries 0.12; number 42, H, carries 0.12; number 43, C, carries -0.16; number 44, H, carries 0.11; number 45, H, carries 0.11; number 46, C, carries -0.20; number 47, H, carries 0.11; number 48, H, carries 0.11; number 49, H, carries 0.12; number 50, H, carries 0.12; number 51, O, carries 0.15; number 52, C, carries -0.35; number 53, N, carries 0.03

---

Respective energy relative to the best compared isomer or geometry (same formula, charge and spin) values: 0.0, 199.8 kJ/mol.